The following is a DFT calculation (ωB97M-V/def2-TZVPD) of a molecular structure, C47H56BIrN3O2P in a non-equilibrium geometry.

Positions of all 111 atoms, in Å:
Ir (-0.387, -0.056, -0.485)
P (-1.948, -0.785, -2.483)
O (0.204, 1.613, -1.451)
O (0.477, 3.707, -2.126)
N (-2.232, 1.427, 0.315)
N (0.988, 0.399, 2.424)
N (2.437, -0.412, 0.827)
C (-1.718, 0.911, 4.929)
C (3.248, -0.818, -0.290)
C (-1.738, 2.977, -1.568)
C (1.268, 3.416, 1.484)
C (-5.990, -0.404, -2.055)
C (2.062, -3.063, -0.232)
C (2.686, -4.181, 0.605)
C (2.577, 3.128, 3.651)
C (-1.807, -4.034, 0.854)
C (5.070, -0.495, -1.825)
C (-1.183, -1.852, -0.006)
C (-3.725, -0.729, -2.823)
C (-0.654, -1.964, 4.942)
C (-1.353, 0.245, -3.985)
C (0.051, 1.072, 3.286)
C (-0.915, 0.315, 3.965)
C (3.410, 2.307, -1.234)
C (2.109, -0.087, 3.012)
C (3.983, -2.604, -1.744)
C (-6.463, -0.626, -3.339)
C (-2.181, -2.042, -0.989)
C (-1.075, -1.160, 3.711)
C (0.181, 2.440, 3.575)
C (-4.635, -0.475, -1.796)
C (-0.006, 0.085, -4.293)
C (0.532, 0.703, -5.406)
C (1.212, 3.386, 3.005)
C (-2.515, -1.478, 3.304)
C (4.957, -1.792, -2.280)
C (-1.015, -2.899, 0.903)
C (-2.155, 1.061, -4.779)
C (-1.610, 1.673, -5.892)
C (-0.273, 1.493, -6.212)
C (-2.967, -3.181, -1.061)
C (-2.794, -4.174, -0.111)
C (-1.594, 2.253, 5.219)
C (-5.573, -0.941, -4.354)
C (-0.192, 2.779, -1.745)
C (2.968, -0.575, 2.060)
C (1.228, -3.627, -1.383)
C (4.246, 0.017, -0.824)
C (-4.214, -0.977, -4.104)
C (3.121, -2.132, -0.764)
C (4.561, 1.852, 0.968)
C (-0.662, 2.999, 4.531)
C (-2.156, 2.827, -0.107)
C (4.477, 1.481, -0.509)
B (1.068, 0.080, 0.991)
H (3.935, -1.015, 2.209)
H (3.586, 1.815, 1.434)
H (-3.062, 1.002, -0.097)
H (0.396, -4.212, -0.996)
H (-3.403, -5.065, -0.145)
H (1.574, 0.563, -5.654)
H (0.348, 3.836, 1.087)
H (-1.282, -1.718, 5.792)
H (5.828, 0.149, -2.246)
H (-3.133, 3.313, 0.033)
H (3.211, -3.765, 1.463)
H (-2.299, 1.362, 1.327)
H (-3.690, -3.298, -1.854)
H (-1.431, 3.336, 0.533)
H (0.610, -0.542, -3.658)
H (2.250, -0.062, 4.077)
H (0.139, 1.985, -7.079)
H (0.909, 4.391, 3.320)
H (3.561, 2.269, -2.310)
H (-0.246, -2.857, 1.659)
H (2.954, 2.133, 3.438)
H (5.249, 1.197, 1.501)
H (-6.681, -0.191, -1.252)
H (-3.195, 1.231, -4.537)
H (1.400, 2.428, 1.054)
H (1.394, -2.486, 0.407)
H (-0.554, 4.046, 4.762)
H (-0.419, -1.421, 2.883)
H (1.817, -4.272, -2.029)
H (2.083, 4.057, 1.161)
H (3.394, -4.753, 0.012)
H (2.415, 1.924, -1.023)
H (-2.238, 2.237, -2.201)
H (5.446, 1.748, -0.946)
H (-0.747, -3.030, 4.750)
H (5.620, -2.164, -3.044)
H (4.937, 2.871, 1.053)
H (-5.939, -1.166, -5.344)
H (3.298, 3.851, 3.284)
H (2.499, 3.231, 4.731)
H (-2.196, 2.710, 5.986)
H (-2.784, -0.906, 2.417)
H (-7.522, -0.574, -3.544)
H (-4.276, -0.360, -0.780)
H (1.918, -4.864, 0.964)
H (-2.239, 2.297, -6.510)
H (-2.621, -2.533, 3.072)
H (-1.632, -4.822, 1.570)
H (3.455, 3.349, -0.929)
H (0.378, -1.745, 5.205)
H (3.899, -3.623, -2.085)
H (0.834, -2.804, -1.983)
H (-1.969, 3.982, -1.921)
H (-3.215, -1.238, 4.099)
H (-2.432, 0.318, 5.478)
H (-3.525, -1.230, -4.897)

Properties
Multiplicity   2
LUMO (spin up / spin down)   -5.002 / -5.737 eV
Net charge   +1
Relative energy (zero: lowest compared OMol25 entry of this formula, charge and spin)   497.2 kJ/mol
Largest force on an atom   2.924 eV/A
HOMO (spin up / spin down)   -9.7 / -9.6 eV
Frontier orbital gap (spin up / spin down)   4.69 / 3.88 eV

Mulliken atomic charge list, values in e, 99 entries: -0.318, 1.038, 0.031, -0.685, -0.526, 1.003, 0.963, -0.524, -0.364, -0.306, -1.396, -0.868, 3.063, -1.823, -1.494, -0.320, -1.038, 0.020, 0.792, -1.738, 1.127, -0.588, 1.071, -1.279, -1.136, -0.527, -0.659, 0.611, 2.120, 0.510, -0.278, -0.646, -0.728, 0.819, -1.478, -1.496, -0.497, -0.398, -0.780, -0.682, -0.195, -1.174, -1.515, -0.729, 0.497, -0.797, -1.409, 0.195, -0.862, 0.372, -1.870, -1.316, -0.359, 0.681, 1.222, 0.607, 0.225, -0.024, 0.418, 0.447, 0.482, 0.326, 0.370, 0.424, 0.608, 0.350, 0.130, 0.594, -0.172, 0.317, 0.504, 0.419, 0.718, 0.499, 0.510, 0.275, 0.348, 0.468, 0.575, 0.103, -1.812, 0.442, -1.404, 0.477, 0.517, 0.366, -0.051, -0.240, 0.804, 0.463, 0.431, 0.538, 0.460, 0.439, 0.414, 0.412, 0.159, 0.409, 0.139